Computed, not measured: a cluster of 5 separate species, C38H42ClF4N4O4 in total in a non-equilibrium geometry, with the ωB97M-V functional and the def2-TZVPD basis.

The geometry in XYZ format:
```
93
Properties=species:S:1:pos:R:3:forces:R:3:mulliken_charge:R:1
C 7.00611 -1.79202 4.35512 0.3664 0.7084 -0.3249 -0.86
C 6.94209 -0.34959 5.01780 0.6664 -0.0520 -0.0390 -0.41
C 6.29583 0.74793 4.03155 1.4282 -0.9140 0.2539 -0.48
O 5.07287 1.30568 4.59547 -0.5621 -1.1687 -1.0837 -0.34
C 4.11229 0.26580 4.64584 1.1508 -1.3572 0.8791 -0.97
N 2.73391 0.69214 4.30524 -5.5500 0.9419 -0.8550 0.40
C 2.21855 1.89488 3.72634 -2.0162 2.1177 -0.8661 0.28
C 3.05078 3.13350 3.24522 0.5359 -1.4481 -0.2194 -0.89
C 3.85540 2.67247 1.93410 -0.3878 0.1400 -0.1292 0.23
C 2.91983 2.19997 0.74440 0.3250 -0.1257 -0.7229 -0.86
C 0.75721 1.86293 3.56979 4.3478 -1.0860 0.9672 -0.34
N -0.14330 2.84827 3.03046 0.1775 0.0903 2.7033 -0.47
C -0.98808 3.23247 3.90448 -0.4587 -2.5899 -0.7108 0.74
O -1.90241 3.26349 4.61975 1.2544 1.2227 -0.7976 -0.33
N 0.41818 0.55728 4.08210 2.8675 2.4880 -0.3669 0.62
O -0.86797 0.15394 4.06146 1.1485 -0.6430 -2.4387 -0.23
N -1.50211 0.32616 5.33282 -0.2036 -2.0431 2.9595 0.35
O -1.38073 -0.69125 5.89484 -0.7950 1.7202 -0.0090 -0.22
C 1.57231 -0.08758 4.49472 0.7956 -1.5405 1.2394 0.15
C 1.59018 -1.56883 5.07840 -0.1744 1.1529 -1.3856 -0.83
C 1.01121 -2.50437 3.89164 0.0121 0.1045 0.2506 0.19
C 2.10426 -3.45329 3.24653 -0.3913 0.5607 -0.9649 -0.23
Cl 1.88141 -5.19977 3.71956 0.3596 1.1144 -0.0600 -0.18
H 7.43750 -1.68277 3.30721 -0.6391 -0.1849 1.2053 0.29
H 7.72108 -2.48309 4.89871 -1.1782 0.7530 -0.4434 0.36
H 5.96283 -2.21197 4.27374 1.1771 0.0793 0.0969 0.10
H 8.00725 -0.03927 5.27615 -1.3843 -0.2804 -0.3750 0.36
H 6.39763 -0.37987 6.01412 0.5248 0.1130 -1.2382 0.27
H 7.05590 1.56149 3.83500 -1.2939 -0.5804 0.4850 0.39
H 6.11731 0.24112 3.02941 -0.1875 0.6792 1.0769 0.37
H 4.37120 -0.60105 3.95515 -0.2657 1.2013 0.5366 0.45
H 4.13296 -0.17688 5.69739 -0.5222 0.6634 -1.2232 0.39
H 2.34948 3.99577 3.02334 0.8262 -1.1417 0.3530 0.43
H 3.80658 3.38723 4.04476 -0.9940 -0.0371 -0.8580 0.40
H 4.54552 1.81678 2.20234 -0.7934 1.0387 -0.1425 -0.31
H 4.51179 3.52818 1.59839 -0.7123 -0.9295 0.3563 0.45
H 1.94666 1.72552 1.06065 1.0195 0.4800 -0.0934 0.00
H 3.47409 1.41385 0.13523 -0.7257 1.0158 0.6850 0.35
H 2.65230 3.02832 0.01249 0.3818 -0.8987 1.0726 0.28
H 0.97514 -1.64035 6.01984 0.6884 0.1616 -1.0822 0.34
H 2.66315 -1.80654 5.32205 -1.1993 0.1108 -0.2346 0.33
H 0.59830 -1.86763 3.04241 0.5415 -0.6746 1.1770 -0.42
H 0.12539 -3.04869 4.32895 1.1189 0.2161 -0.7076 0.47
H 1.98797 -3.42110 2.11562 0.0769 -0.1820 1.4883 0.35
H 3.15932 -3.08697 3.44402 -1.2315 -0.7191 0.1149 -0.05
F -1.94236 0.85861 -2.90788 -0.0247 0.0447 -0.0732 -0.33
C -1.72174 0.51684 -1.62995 0.1080 -0.1183 0.5617 0.27
C -1.73805 -0.81987 -1.27549 -0.0304 -0.1903 -0.2024 -0.41
C -1.50521 -1.17823 0.04476 0.0599 0.2424 0.0780 -0.95
C -1.26856 -0.19310 0.99988 0.0669 -0.0042 -0.1599 -0.26
C -1.25948 1.15030 0.63306 -0.0538 -0.2622 -0.1418 -0.12
C -1.48236 1.50633 -0.69238 0.0126 0.2290 -0.0669 -0.45
H -1.93198 -1.57087 -2.02962 0.0437 0.0409 0.0656 0.36
H -1.50869 -2.22413 0.33044 -0.0513 0.0481 -0.0994 0.50
H -1.09178 -0.47485 2.02852 -0.1072 -0.0458 -0.1619 0.55
H -1.07881 1.92066 1.37560 -0.0987 -0.1875 -0.3408 0.37
H -1.47072 2.54511 -1.00014 -0.0335 -0.0436 -0.0179 0.50
F 2.72363 1.52195 -2.86007 0.0864 -0.0144 0.2022 -0.24
C 2.09642 1.65200 -4.04426 -0.3656 0.0797 -0.6619 0.39
C 0.96509 2.44416 -4.12875 -0.0407 0.0897 0.2168 -0.28
C 0.32017 2.58246 -5.35175 0.1926 -0.1790 -0.0757 -0.39
C 0.80824 1.91867 -6.47232 -0.0636 0.0241 -0.0556 -0.57
C 1.94322 1.12167 -6.37286 -0.1455 0.1457 0.1439 -0.41
C 2.59519 0.99135 -5.15275 0.1958 -0.1405 0.0669 -0.47
H 0.59507 2.94683 -3.24305 0.0424 -0.0257 -0.0175 0.41
H -0.56245 3.20647 -5.43137 0.0606 -0.0491 0.0445 0.39
H 0.30181 2.02376 -7.42529 0.0494 -0.0098 0.0766 0.39
H 2.32033 0.60164 -7.24580 0.0038 0.0410 0.0852 0.37
H 3.48567 0.38174 -5.05848 -0.0398 0.0237 0.0301 0.41
F -2.56617 -4.03473 -1.68883 0.2271 0.0272 0.1415 -0.31
C -3.71043 -4.05276 -2.39770 -0.7862 0.0270 -0.5317 0.50
C -3.88334 -3.14956 -3.43492 0.2187 0.0662 0.0725 -0.30
C -5.06280 -3.17162 -4.16909 -0.0507 -0.1588 0.1577 -0.50
C -6.05994 -4.08739 -3.85259 -0.0708 0.0118 -0.0515 -0.53
C -5.87753 -4.98494 -2.80710 0.1203 0.1835 -0.1140 -0.35
C -4.69430 -4.97193 -2.07861 0.1083 -0.1248 0.2278 -0.46
H -3.09991 -2.43712 -3.66305 -0.0276 -0.0582 -0.0512 0.43
H -5.20481 -2.47468 -4.98705 0.0400 -0.0182 0.0825 0.43
H -6.98162 -4.10062 -4.42348 0.0791 -0.0011 0.0478 0.38
H -6.65732 -5.69559 -2.55888 0.0907 0.0314 -0.0036 0.36
H -4.53228 -5.67031 -1.26646 0.0213 0.0426 -0.0226 0.41
F -6.68234 1.15536 -7.99719 0.0003 -0.0115 -0.0806 -0.31
C -6.59254 1.31220 -6.66703 0.0351 0.0696 0.5872 0.36
C -5.34526 1.44781 -6.08228 0.1971 -0.0099 -0.1356 -0.53
C -5.25266 1.61519 -4.70575 -0.2644 -0.0308 -0.0084 -0.21
C -6.40729 1.63414 -3.92986 0.0361 0.0058 0.0826 -0.56
C -7.65403 1.49192 -4.52901 0.2457 0.0072 -0.0609 -0.32
C -7.74858 1.33548 -5.90645 -0.2022 -0.0382 -0.1065 -0.47
H -4.45709 1.42222 -6.70214 -0.0620 0.0105 -0.0132 0.44
H -4.28145 1.72993 -4.23765 -0.0449 -0.0361 -0.0648 0.40
H -6.33375 1.76033 -2.85522 -0.0130 -0.0119 -0.0841 0.38
H -8.55269 1.50280 -3.92305 0.0486 0.0097 -0.0789 0.38
H -8.71166 1.23209 -6.39128 0.0613 -0.0091 -0.0180 0.42
```
Forces are in eV/Å.

As for the spin multiplicity: 1. Its calculated total energy is -77615.510 eV. The net charge is +1. The calculation puts the molar mass at 730.22 g/mol.


Computed, not measured: a structure of composition C38H42CsN8O2SSe2 in a non-equilibrium geometry, with the ωB97M-V functional and the def2-TZVPD basis.

The geometry in XYZ format:
```
94
Properties=species:S:1:pos:R:3:forces:R:3:mulliken_charge:R:1
Cs -0.87654 -1.55696 -0.30200 -0.1370 0.1834 -0.8107 1.16
Se -1.24551 -5.31779 -1.37414 1.0109 0.2849 -0.3631 -0.14
Se -3.55886 -4.23026 -0.49951 -0.7752 0.8317 0.5456 -0.16
C -2.71146 -4.23210 1.20861 0.6120 0.2851 -0.1541 -0.54
C -2.47195 -5.48642 1.76112 0.2480 -1.7369 0.2921 -0.31
C -1.74110 -5.63065 2.93370 -0.0599 1.0844 -0.4303 -0.34
C -1.21771 -4.47115 3.52112 -0.1517 -0.9939 0.2124 -0.79
C -1.47549 -3.26444 2.90967 -1.1700 0.1333 -0.2374 -0.56
N -2.19917 -3.11853 1.76455 -0.1043 -0.6209 1.1922 -0.04
C -1.51506 -4.40593 -3.03989 -0.0798 -0.8031 -0.1544 -0.15
C -2.11202 -5.20272 -4.02788 -0.4454 -0.7538 -0.5664 -0.45
C -2.30371 -4.70914 -5.31460 0.0259 -0.2606 0.7544 -0.38
C -1.95961 -3.40019 -5.56631 0.1607 0.5595 0.3860 -0.55
C -1.31059 -2.70774 -4.54972 -0.2915 0.0209 0.1047 -0.38
N -1.09400 -3.15834 -3.29459 0.1500 -0.2572 -0.7836 0.15
H -2.78535 -6.39208 1.20338 -0.0593 0.7785 0.5239 0.39
H -1.55747 -6.57627 3.40889 -0.0216 -0.4065 -0.1352 0.44
H -0.61930 -4.58542 4.43704 -0.3996 0.4263 -0.4084 0.44
H -1.17467 -2.35225 3.40844 -0.0174 0.0272 -0.3283 0.82
H -2.43935 -6.23472 -3.77964 0.4412 0.9101 -0.1479 0.35
H -2.67317 -5.32840 -6.10855 -0.4188 -0.2732 -0.1141 0.40
H -2.24222 -2.88664 -6.48276 0.4471 -0.2094 0.0239 0.40
H -0.93797 -1.73107 -4.81213 0.0840 0.4091 0.4242 0.39
C 1.63479 3.89020 1.95853 0.5138 -0.2953 0.0206 -0.89
C 0.79046 4.71090 0.99099 -0.6473 -0.5145 -0.8661 -0.62
N -0.42092 5.30054 1.54480 -2.3620 -1.2168 2.3054 0.31
C -0.73371 6.73275 1.43291 1.3333 0.7913 1.2231 -0.50
C -2.20434 7.15021 1.51354 -0.4643 -0.4859 -0.3410 -1.17
C -1.05614 4.63714 2.66597 -0.1407 0.3258 -1.0864 -0.15
O -1.46263 5.21495 3.66875 0.6353 -0.2187 -1.3367 -0.60
C -1.43747 3.15494 2.48955 -0.2875 -0.2827 0.3583 0.49
C -1.97439 2.51393 3.62435 0.0420 0.5622 -0.1342 -0.56
C -2.53654 1.26307 3.48383 -0.9084 -0.3950 0.4180 -0.64
C -2.51035 0.62150 2.23446 0.1141 0.7708 1.0842 -0.37
N -2.00801 1.18540 1.15367 0.2116 0.7542 0.0306 -0.14
C -1.53735 2.44137 1.28954 0.6731 0.0927 0.0030 -0.25
H 2.67178 3.93935 1.61294 -0.0377 -0.1002 0.0409 0.46
H 1.37570 2.80514 1.99234 -0.0842 0.9340 0.0705 0.04
H 1.62329 4.33291 2.96003 -0.0943 -0.2017 -0.0484 0.34
H 0.53993 4.05103 0.12172 0.2506 0.6392 0.3903 0.16
H 1.33620 5.56547 0.61109 0.4235 0.0073 -0.1330 0.58
H -0.33656 7.10267 0.49929 0.2399 -0.2388 -0.4372 0.53
H -0.14148 7.27212 2.23115 -0.6289 -0.2430 -0.6505 0.30
H -2.84376 6.37083 1.04739 0.3032 0.4183 0.2212 0.27
H -2.39113 8.09538 0.96434 0.3174 -0.5126 0.2878 0.38
H -2.53803 7.28500 2.54186 0.0454 -0.0977 -0.0747 0.29
H -2.00695 3.08388 4.55931 -0.0040 -0.3638 -0.3213 0.49
H -3.15483 0.81478 4.29568 0.9281 0.2592 -0.5646 0.40
H -2.92597 -0.36011 2.16818 -0.1789 -0.6348 -0.3395 0.40
H -1.15380 2.87892 0.37673 -0.1530 0.0879 -0.1100 0.44
N 2.11918 -3.62246 -2.69300 -0.3083 -0.4302 -0.2332 -0.21
C 2.83823 -2.59328 -2.20791 0.0494 -0.5140 0.2048 0.13
S 2.19869 -1.06598 -1.92186 -0.8586 -0.3792 -0.1643 -0.42
N 4.14375 -2.88573 -1.89749 0.6155 0.0201 -0.1911 -0.13
C 5.10286 -1.84994 -1.63398 0.0431 -1.0672 0.6660 0.36
C 4.98728 -0.61682 -2.25914 -0.4747 -0.5579 -0.7265 -0.29
C 5.72902 0.42260 -1.77878 0.6220 1.5013 0.6985 -0.53
C 6.70695 0.23029 -0.80961 0.7349 0.8083 0.9832 -0.45
C 6.93055 -1.04244 -0.28446 0.7624 0.5276 0.0908 -0.45
C 6.09362 -2.06784 -0.66062 -0.3760 -1.1193 0.2540 -0.55
H 1.13031 -3.49405 -2.94741 0.5492 0.1232 0.4666 0.10
H 2.48893 -4.57700 -2.78296 -0.1706 0.9195 0.1148 0.19
H 4.44883 -3.86306 -1.77762 -0.3676 0.9514 -0.2448 0.29
H 4.25117 -0.46758 -3.05972 0.6337 -0.0646 0.5612 0.63
H 5.48071 1.45953 -2.03673 0.2610 -0.5127 -0.3776 0.33
H 7.26827 1.10410 -0.36420 -0.6540 -1.0637 -0.7974 0.29
H 7.76236 -1.23526 0.42183 -0.7674 0.2353 -0.3964 0.34
H 6.20875 -3.03334 -0.10288 -0.3701 0.7789 -0.8861 0.24
O 0.35766 -1.27595 2.21208 0.9164 0.4949 0.9956 -0.07
N 1.04209 -1.42696 3.30716 1.0757 -0.8018 0.0195 -0.12
C 1.35655 -2.71395 3.71453 0.3399 0.5098 0.8237 -0.57
C 2.00698 -2.98428 4.91722 0.0737 1.6681 0.3660 -0.81
C 2.45988 -1.86330 5.65970 -0.1937 -0.0280 0.1419 -0.19
C 2.21715 -0.54796 5.22610 -0.1944 -1.7268 -0.7655 -0.69
C 1.53771 -0.36655 4.02874 -0.6521 -0.0362 -0.0743 -0.13
H 1.06952 -3.52459 3.08088 -0.3475 0.1449 -0.4909 1.04
H 2.10618 -4.01288 5.30839 0.1234 0.7364 -0.5656 0.37
H 2.99992 -1.95754 6.60190 -0.2025 -0.3390 -0.2340 0.35
H 2.56376 0.28371 5.81355 0.0053 0.2163 -0.0999 0.42
H 1.30158 0.61587 3.62564 -0.0584 -0.3386 -0.0424 0.34
C -3.41896 3.83709 -5.30672 0.4798 -0.3175 1.0756 -1.40
C -2.94067 2.72015 -4.40251 0.4789 0.2109 -0.2193 1.19
C -1.58731 2.40929 -4.27323 0.3698 -0.2710 0.5708 -0.61
C -1.23591 1.52174 -3.25392 -0.8955 -0.4551 0.1168 -0.54
N -2.14785 0.82348 -2.53234 1.1292 0.7833 0.5243 0.02
C -3.42725 1.12707 -2.64619 0.1573 -0.2083 -1.3439 -0.69
C -3.85383 2.04159 -3.60806 -0.8859 0.7050 0.0021 -0.53
H -3.17903 4.81548 -4.87345 -0.0383 -0.1987 0.0877 0.27
H -4.48232 3.72250 -5.30396 -0.7179 0.3479 -0.6999 0.37
H -2.95553 3.82097 -6.27628 -0.0791 -0.2017 -0.5604 0.37
H -0.82424 2.84784 -4.92995 -0.3394 -0.0028 0.4848 0.38
H -0.21915 1.35102 -2.91705 0.1660 -0.1358 -0.5638 0.49
H -4.09986 0.54054 -2.04102 -0.2839 0.0635 0.1026 0.45
H -4.91204 2.31882 -3.77245 0.5608 -0.4365 0.4903 0.25
```
Forces are in eV/Å.

As for the spin multiplicity: 2. Its calculated total energy is -198176.536 eV. The calculation puts the molar mass at 965.70 g/mol. Its relative energy (zero: lowest compared OMol25 entry of this formula, charge and spin) is 0.0 kcal per mole.